{
  "formula": "C36H71IN7O8",
  "method": "ωB97M-V with the def2-TZVPD basis set",
  "homo_lumo_gap_ha": 0.222,
  "charge": 1,
  "homo_ev": -9.908,
  "elements": ["H", "H", "H", "C", "C", "O", "H", "H", "H", "H", "H", "H", "H", "H", "C", "C", "H", "H", "C", "H", "H", "C", "H", "H", "C", "H", "H", "H", "C", "O", "O", "C", "C", "H", "C", "H", "C", "H", "H", "H", "H", "C", "H", "H", "H", "C", "C", "C", "H", "N", "C", "H", "O", "H", "O", "H", "H", "H", "C", "H", "H", "N", "I", "C", "O", "C", "C", "C", "C", "H", "C", "H", "H", "C", "H", "H", "H", "H", "C", "H", "H", "H", "H", "H", "N", "C", "H", "H", "H", "H", "C", "H", "H", "H", "N", "N", "H", "H", "C", "C", "H", "C", "H", "C", "H", "H", "H", "C", "H", "H", "H", "C", "N", "H", "N", "H", "O", "H", "H", "H", "C", "O", "C"],
  "positions_angstrom": [[6.706, 6.942, 0.287], [10.818, 10.547, 2.785], [4.361, 3.732, 2.911], [-2.640, -2.619, -0.147], [-4.976, -2.549, 2.555], [-6.652, -7.501, 3.872], [-8.530, -7.075, 0.144], [-4.758, -0.439, -4.469], [-0.567, -3.527, 7.225], [-4.757, -2.883, -4.154], [-5.852, -1.967, 3.028], [10.431, 11.055, 1.123], [-2.853, -8.622, 1.875], [-7.768, -9.789, 2.114], [3.163, 4.009, -3.553], [-1.056, -2.495, 7.194], [1.595, 2.919, -7.765], [-4.092, -7.081, 4.225], [-2.644, -2.641, 6.920], [-1.337, -2.066, -5.285], [-1.008, -4.609, 4.273], [-5.117, -2.551, 0.950], [-4.604, -1.287, -6.024], [5.735, 4.850, -6.096], [-2.779, -2.910, -3.943], [-7.605, -6.101, 2.208], [-6.127, -2.051, 0.692], [0.821, 5.313, -11.810], [6.425, 6.117, 0.941], [8.252, 7.641, 2.213], [0.362, -2.488, 5.037], [5.327, 5.319, 0.293], [-2.530, -6.441, 2.627], [-1.492, -1.211, -3.717], [-0.968, -1.368, 1.594], [-1.990, -2.125, -0.946], [-4.111, -1.081, -5.071], [-3.993, -2.115, 2.948], [6.031, 4.317, 2.706], [2.489, 3.434, -2.918], [9.644, 8.769, 0.657], [-0.204, -1.385, 2.964], [-9.333, -8.320, 1.132], [-5.128, -3.642, 2.906], [-0.865, -1.998, 8.211], [1.527, 0.476, 2.099], [10.743, 10.218, 1.750], [-3.970, -1.719, 0.177], [6.080, 6.532, 1.889], [9.786, 9.145, 1.584], [-3.197, -6.357, 4.113], [4.103, 3.756, 0.462], [3.570, 3.919, -8.964], [8.866, 10.074, 4.023], [-2.811, -3.988, -3.360], [-3.166, -0.574, -5.254], [-0.973, -0.488, 0.875], [-3.601, -0.908, 0.916], [0.616, -0.038, 3.311], [0.054, 5.116, -10.215], [-2.384, -6.706, 4.856], [4.837, 4.238, 0.963], [1.295, 2.564, 1.415], [0.891, 5.562, -10.748], [2.270, 2.627, -5.293], [9.143, 9.020, 3.953], [9.018, 8.543, 2.531], [4.760, 5.205, -5.754], [-2.721, -5.107, 1.762], [-3.841, -4.896, 1.698], [-1.831, -3.870, 2.218], [4.448, 6.043, -6.382], [-9.825, -6.615, 1.273], [5.236, 3.726, 2.256], [4.835, 5.535, -4.720], [-2.756, -3.470, 6.128], [-3.095, -1.642, 6.554], [-3.238, -2.940, 7.865], [-0.396, -1.655, 5.997], [1.302, -0.292, 4.200], [8.468, 8.444, 4.587], [7.303, 5.489, 1.099], [-1.254, -1.074, 5.480], [-4.365, -1.189, -0.754], [-0.282, -2.528, 3.844], [-1.486, -2.186, -4.210], [0.858, 6.648, -10.635], [-3.552, -5.281, 4.347], [11.718, 9.862, 1.409], [4.184, 3.861, -3.196], [2.413, 4.206, -9.255], [3.009, 5.450, -10.688], [10.164, 8.871, 4.311], [-9.073, -9.324, 3.252], [-7.994, -7.031, 2.142], [2.168, 5.093, -10.255], [2.886, 5.063, -3.485], [-3.445, -7.333, 0.710], [-8.981, -7.291, 1.116], [-7.492, -7.891, 3.069], [0.651, 4.390, -8.050], [3.037, 3.532, -4.975], [-2.388, -5.368, 0.683], [-7.997, -9.308, 3.068], [3.663, 3.756, -6.851], [-0.657, -2.770, -3.810], [-0.158, 0.748, 3.612], [-1.798, -2.626, 1.235], [-7.503, -9.868, 3.863], [0.614, 3.044, -9.235], [0.294, -0.828, 6.425], [1.236, 3.605, -8.534], [-3.935, -2.335, -4.371], [-4.459, -7.671, 2.199], [3.804, 4.133, -5.921], [-1.449, -6.819, 2.657], [2.386, -0.201, 1.503], [-5.134, -3.622, 0.538], [-2.903, -3.669, -0.506], [5.576, 2.696, 2.127], [-1.032, -3.749, 3.527], [4.868, 5.613, -0.805], [-3.367, -7.604, 1.836]]
}

{
  "formula": "C21H21BIrN4O2S2",
  "method": "ωB97M-V with the def2-TZVPD basis set",
  "homo_lumo_gap_ha": [0.191, 0.192],
  "charge": -1,
  "homo_ev": [-3.894, -3.894],
  "elements": ["C", "C", "H", "H", "O", "C", "H", "C", "H", "C", "H", "C", "H", "H", "C", "H", "N", "C", "Ir", "C", "H", "H", "H", "H", "C", "N", "H", "C", "C", "H", "C", "B", "N", "C", "O", "H", "S", "H", "C", "C", "H", "H", "C", "H", "H", "H", "C", "S", "C", "N", "C", "C"],
  "positions_angstrom": [[4.994, 1.875, 1.763], [2.317, -2.094, 0.580], [0.032, -2.789, -1.816], [-1.013, 0.614, 3.688], [3.423, 5.023, 0.661], [4.058, 1.450, 2.711], [3.774, 4.165, -1.194], [-3.515, -2.651, -4.691], [4.969, 5.386, -0.681], [1.787, -2.617, -0.591], [2.398, -3.189, -1.272], [-3.572, -3.499, -2.328], [-6.605, 1.713, -0.942], [-3.190, -3.597, -5.122], [0.458, -2.385, -0.907], [3.328, 5.890, -1.139], [-3.819, 0.038, -0.609], [1.007, -0.023, 3.425], [-2.219, -0.992, -0.492], [3.909, 5.108, -0.653], [-4.195, -4.936, -3.805], [1.344, 0.384, 4.367], [5.530, 3.341, 0.313], [-3.974, -5.584, -2.173], [-3.167, -2.563, -3.232], [3.261, -0.703, 2.854], [-5.735, 2.362, 0.719], [1.489, -1.353, 1.424], [0.139, -1.175, 1.037], [3.350, -2.242, 0.859], [3.048, 2.348, 3.082], [-5.579, 2.074, -0.433], [-0.357, -1.674, -0.135], [-4.327, -4.729, -2.746], [-2.019, -0.365, 1.490], [2.090, 4.218, 2.691], [-3.244, -3.397, -0.636], [2.371, 2.100, 3.883], [-0.787, -0.463, 1.854], [-4.588, 0.901, -0.503], [-5.085, 2.971, -1.068], [5.807, 1.214, 1.502], [4.826, 3.066, 1.085], [-4.591, -2.555, -4.831], [-3.022, -1.842, -5.223], [-5.392, -4.612, -2.548], [1.960, -0.664, 2.599], [-2.162, -1.210, -2.841], [2.895, 3.548, 2.424], [4.159, 0.143, 3.164], [3.738, 3.887, 1.368], [-0.309, 0.083, 3.065]]
}

{
  "formula": "C29H36Br10F4N2O2",
  "method": "ωB97M-V with the def2-TZVPD basis set",
  "homo_lumo_gap_ha": 0.321,
  "homo_ev": -9.517,
  "relative_energy_kcal_mol": 0.0,
  "elements": ["C", "C", "C", "C", "C", "C", "H", "H", "C", "H", "H", "H", "Br", "H", "C", "N", "F", "C", "Br", "Br", "H", "H", "C", "H", "C", "H", "C", "H", "H", "C", "H", "H", "H", "C", "H", "C", "C", "H", "H", "C", "H", "Br", "H", "H", "C", "F", "C", "H", "H", "H", "H", "C", "H", "Br", "C", "H", "Br", "C", "F", "N", "H", "H", "H", "C", "Br", "H", "Br", "C", "F", "Br", "Br", "C", "C", "O", "O", "H", "C", "C", "H", "H", "H", "H", "C"],
  "positions_angstrom": [[1.431, -6.242, 0.848], [-2.000, -0.188, -0.264], [-1.828, -1.748, -3.010], [0.330, -5.679, -1.407], [-5.040, -1.872, 2.470], [1.141, -4.845, -3.771], [2.116, -4.412, -3.992], [-6.045, -2.131, 2.153], [-1.223, -3.974, -3.795], [1.019, -7.642, -0.772], [-0.394, -7.065, 0.073], [-0.215, 9.225, -0.998], [1.662, 1.461, 2.135], [-4.096, 5.609, 1.356], [1.350, -5.809, -2.545], [-1.767, 0.108, -1.616], [-1.797, -1.489, 0.046], [4.090, -2.361, -1.612], [-4.085, -3.548, 2.732], [4.595, 1.480, 4.441], [-0.609, 2.412, 1.875], [6.202, 2.826, 1.250], [0.564, -2.444, -2.987], [6.496, 2.857, 3.666], [-0.572, 9.159, 0.027], [2.162, -5.503, 0.509], [-0.268, 7.803, 0.603], [2.347, -5.679, -2.121], [1.960, -7.078, 1.308], [0.363, 2.892, 1.951], [0.386, -4.709, -0.908], [0.791, -5.470, -4.588], [0.819, -5.768, 1.616], [-2.625, -0.560, -2.599], [-2.440, 5.472, 1.979], [5.460, 2.325, 1.869], [0.576, -6.752, -0.319], [-0.148, 9.967, 0.613], [-3.481, 4.692, 4.219], [2.571, -0.999, -3.384], [-3.737, 6.397, 3.797], [-3.426, 3.234, 1.652], [-0.901, 7.030, 0.183], [5.551, -0.896, -2.147], [0.645, 3.704, 0.715], [-3.512, -3.238, -3.820], [-0.466, -1.494, -2.733], [4.571, 2.946, 1.943], [-0.193, 4.361, 0.488], [0.776, 7.539, 0.448], [-5.358, -0.008, 3.477], [-5.024, -1.018, 3.709], [1.277, -6.841, -2.894], [4.942, 0.740, 0.871], [6.024, 1.983, 3.223], [0.407, 3.483, 2.862], [-0.525, 7.769, 2.533], [4.538, -1.246, -2.327], [-1.223, 0.529, 0.543], [3.819, -0.542, -3.216], [0.867, 3.089, -0.152], [-4.521, -1.368, 1.658], [-4.045, -0.978, 4.175], [2.773, -2.803, -1.793], [2.182, 4.880, 0.979], [-1.549, -4.934, -4.183], [-6.262, -1.676, 5.059], [-3.465, 5.128, 2.097], [-3.291, 0.054, 0.027], [-5.862, 5.144, 3.662], [-2.491, 9.473, -0.068], [-3.937, 5.369, 3.504], [1.989, -2.087, -2.713], [0.426, 0.702, -2.112], [-3.636, -0.134, -2.990], [-0.673, -5.852, -1.800], [0.161, -3.726, -3.502], [-2.222, -2.985, -3.558], [1.963, -0.472, -4.114], [4.760, -2.864, -0.926], [6.734, 1.163, 3.199], [2.402, -3.644, -1.226], [-0.415, -0.106, -2.133]]
}

{
  "formula": "C5H16N4O",
  "method": "ωB97M-V with the def2-TZVPD basis set",
  "homo_lumo_gap_ha": 0.348,
  "homo_ev": -8.616,
  "relative_energy_kcal_mol": 0.0,
  "elements": ["H", "H", "N", "H", "H", "H", "H", "C", "H", "H", "H", "N", "O", "H", "H", "C", "H", "C", "H", "C", "H", "N", "C", "H", "H", "N"],
  "positions_angstrom": [[2.625, -1.054, 1.810], [-2.150, -0.327, -1.929], [1.500, -1.564, 0.223], [-0.121, 0.300, 2.705], [-0.120, -1.218, -1.485], [-2.942, 1.240, -2.165], [-0.581, 1.869, 2.039], [1.647, -0.708, -0.754], [0.068, -1.413, 0.601], [2.764, 0.744, -1.626], [3.481, -0.046, -0.277], [2.628, -1.751, 1.068], [-1.049, -1.140, 0.659], [-2.310, 0.218, 1.417], [-0.764, 1.665, -0.931], [-1.325, 0.162, 0.931], [0.678, 0.908, 1.241], [-0.267, 0.860, 1.780], [-2.094, 2.019, 0.034], [-2.589, 0.522, -1.420], [-3.459, 0.144, -0.887], [0.624, -0.550, -1.636], [-1.610, 1.166, -0.449], [0.177, 0.400, -1.650], [2.547, -2.680, 1.467], [2.642, 0.233, -0.766]]
}

{
  "formula": "C6H11N",
  "method": "ωB97M-V with the def2-TZVPD basis set",
  "spin_multiplicity": 3,
  "homo_lumo_gap_ha": [0.227, 0.266],
  "homo_ev": [-5.085, -9.677],
  "relative_energy_kcal_mol": 54.3,
  "elements": ["C", "H", "H", "H", "H", "H", "C", "H", "C", "H", "H", "H", "H", "C", "N", "C", "C", "H"],
  "positions_angstrom": [[-0.300, 0.254, 0.539], [1.037, -1.360, -1.999], [-1.561, -1.629, 0.709], [1.712, 1.543, 0.633], [-1.508, 0.200, -1.195], [0.118, -0.075, -2.801], [0.516, -0.376, -1.879], [1.242, 0.421, -1.636], [-0.961, 1.304, 1.309], [-0.608, 2.340, 1.244], [0.254, -1.730, 0.388], [3.070, -0.209, 1.212], [-1.979, 1.449, 0.877], [-0.603, -0.267, -0.873], [2.155, -0.498, 0.903], [1.463, 0.536, 0.814], [-0.610, -1.179, 0.284], [-0.939, 1.053, 2.464]]
}

{
  "formula": "C22H28N2O6S",
  "method": "ωB97M-V with the def2-TZVPD basis set",
  "homo_lumo_gap_ha": 0.329,
  "homo_ev": -8.492,
  "relative_energy_kcal_mol": 30.1,
  "elements": ["O", "S", "H", "C", "H", "H", "H", "H", "C", "H", "H", "H", "C", "O", "H", "H", "H", "C", "C", "C", "O", "C", "H", "N", "C", "H", "H", "C", "C", "C", "C", "H", "C", "H", "H", "O", "H", "H", "C", "O", "C", "C", "H", "H", "H", "H", "C", "H", "C", "C", "C", "H", "H", "O", "C", "H", "H", "N", "C"],
  "positions_angstrom": [[5.172, -3.200, 0.192], [4.966, -1.887, -0.344], [0.882, 0.147, -2.127], [-6.822, -2.411, 0.780], [6.796, 2.600, -0.950], [-3.163, -1.799, 0.215], [-7.756, 1.818, -0.924], [9.064, 1.227, 2.251], [7.651, 2.001, -0.644], [-5.691, 2.251, -0.921], [-8.926, 1.080, 0.187], [-1.294, -1.019, 0.601], [-1.603, 0.182, -1.010], [-7.096, 0.325, 0.358], [7.576, 2.885, 1.331], [5.085, 0.767, -0.439], [-6.430, -3.440, -1.074], [7.239, 0.580, -0.243], [2.671, -0.759, -1.366], [-5.781, 0.314, -0.002], [5.511, -1.574, -1.638], [2.452, -1.945, 0.714], [6.261, -1.191, 1.354], [-0.827, -0.602, -0.193], [-3.801, 1.301, -0.981], [7.291, -0.129, -1.076], [5.714, 1.225, 1.167], [-3.681, -0.880, -0.017], [8.322, 2.516, 0.627], [-7.684, 2.578, 1.115], [1.326, -0.437, -1.338], [-6.858, -3.318, 1.390], [-5.142, 1.362, -0.658], [0.493, -1.979, 1.566], [-7.872, 2.207, 2.119], [-1.171, 0.833, -1.937], [8.370, 1.964, -1.462], [-8.368, 3.396, 0.907], [0.533, -0.874, -0.277], [8.159, 0.159, 0.759], [-5.033, -0.847, 0.298], [5.814, 0.520, 0.335], [-3.323, 2.122, -1.491], [3.301, -0.449, -2.185], [-8.146, -3.183, -0.725], [2.918, -2.535, 1.486], [-7.157, -2.738, -0.670], [-7.145, -1.837, -1.278], [-3.044, 0.188, -0.639], [1.109, -1.634, 0.747], [8.978, 1.244, 1.161], [9.047, 3.304, 0.438], [-6.663, 2.951, 1.073], [-5.487, -1.959, 0.943], [-7.903, 1.459, 0.102], [9.980, 1.113, 0.728], [-7.534, -1.685, 1.182], [5.491, -0.801, 0.825], [3.225, -1.505, -0.345]]
}